ORCA calculation (the ωB97M-V functional and the def2-TZVPD basis) on C33H28BCl2N4O8S2W as an isolated structure.

Properties
Lowest unoccupied orbital energy (alpha / beta) in eV: 1.700 / 1.610
Orbital gap (alpha / beta) in Eh: 0.172 / 0.268
ΔE to the lowest compared entry with this formula, charge and spin in kcal/mol: 69.6
F_max in eV/Å: 4.9

Structure (ORCA input):
```
! wB97M-V def2-TZVPD RIJCOSX def2/J DEFGRID3
* xyz -1 3
W -0.08153 -0.45236 -1.33932
O -1.98563 -4.17636 -6.04022
C -1.57943 -3.40766 -4.99342
C -0.43443 -3.73186 -4.23672
C -0.04833 -2.92846 -3.19862
N -0.71673 -1.79176 -2.84092
C -1.80733 -1.45456 -3.62732
C -2.25643 -2.23816 -4.67932
C -2.32493 -0.12546 -3.25412
O -3.34123 0.38574 -3.69692
O -1.50223 0.43734 -2.38182
C 1.23057 -3.13056 -2.41292
O 1.95387 -4.08716 -2.61802
O 1.43327 -2.16606 -1.58472
H -1.36133 -4.90526 -6.14332
H 0.17057 -4.59676 -4.46602
H -3.10943 -1.91076 -5.25082
C -1.37123 -0.29516 4.16068
C 0.04037 -0.31896 4.74778
C 0.22177 0.94374 5.60598
C 0.18747 -1.58436 5.60298
C 1.10897 -0.30986 3.66768
C 2.45397 -0.21356 4.04658
C 3.46937 -0.08716 3.11888
C 3.13257 -0.06116 1.78138
S 4.15257 0.20464 0.39888
C 2.76807 0.07004 -0.63532
N 1.62227 -0.19556 0.01188
C 1.80167 -0.23066 1.36748
C 0.78997 -0.35516 2.32118
C 2.78887 0.20354 -2.05702
C 3.98197 0.29924 -2.78452
C 3.93957 0.36824 -4.15982
C 2.71557 0.30874 -4.81222
C 1.53577 0.17894 -4.08492
C 1.50247 0.15664 -2.68752
H -2.09943 -0.26366 4.96838
H -1.56103 -1.18666 3.56968
H -1.51723 0.58624 3.54078
H -0.61313 1.04884 6.29518
H 0.25417 1.82344 4.96518
H 1.13997 0.90934 6.18748
H -0.56173 -1.59196 6.39178
H 1.17037 -1.64556 6.06388
H 0.04177 -2.46406 4.98048
H 2.72107 -0.22696 5.09288
H 4.50077 0.00764 3.41988
H -0.22953 -0.46806 1.98178
H 4.92367 0.27214 -2.25622
H 4.85687 0.42404 -4.72902
H 2.67597 0.34354 -5.89142
H 0.60447 0.08494 -4.64062
Cl -1.05623 1.86804 -5.64042
C -1.21873 3.25334 -4.57892
Cl -0.40843 2.99044 -2.98002
H -2.28503 3.40454 -4.42662
H -0.74433 4.10054 -5.06912
B -1.59363 -3.78166 1.68618
C -0.97023 -2.82486 0.67368
N -0.58233 -2.06316 -0.12392
H -2.51673 -3.17326 2.15868
H -0.77773 -4.07956 2.51208
H -1.96033 -4.72916 1.04848
O -1.76623 0.12324 0.05868
C -1.26393 1.28914 0.24188
N -0.10033 1.56404 -0.40872
S 0.57597 2.92704 0.27758
O 0.94017 3.89174 -0.72232
O 1.64757 2.54954 1.16398
C -0.86443 3.38954 1.20778
C -1.14813 4.49004 1.96888
C -2.37263 4.53404 2.63388
C -3.26573 3.45834 2.55078
C -2.97503 2.34004 1.80728
C -1.75793 2.30524 1.10428
H -0.43883 5.29964 2.04808
H -2.63613 5.40384 3.21528
H -4.20143 3.51224 3.08658
H -3.64783 1.50184 1.72068
*
```